No. 1
Here is a molecular structure, C30H45IN8S2Ti from OMol25. Energies are from ωB97M-V/def2-TZVPD.

Output
- Charge: +2
- Kohn-Sham gap: 5.870 eV
- HOMO: -12.899 eV
- LUMO: -7.0 eV
- E: -96636.557 eV
- Max |F|: 0.86 eV Å⁻¹

Each line ends with the Mulliken charge.
Cartesian coordinates (Å):
1 Ti 0.446 0.314 -0.336  0.0062
2 N -2.013 3.749 1.381  -0.2054
3 C -1.327 2.832 0.686  0.2790
4 S 0.165 2.234 1.293  -0.2343
5 N -1.838 2.435 -0.451  -1.6411
6 N -1.081 1.561 -1.145  1.2735
7 C -1.445 1.435 -2.377  -1.0049
8 C -0.711 0.616 -3.307  1.0526
9 C -1.020 0.682 -4.664  -0.8351
10 C -0.271 -0.054 -5.563  -0.6568
11 C 0.782 -0.810 -5.072  -1.0844
12 C 1.035 -0.798 -3.711  -0.2671
13 N 0.304 -0.125 -2.822  0.7799
14 H -1.544 4.264 2.107  0.2302
15 H -2.795 4.185 0.916  0.2708
16 H -2.281 2.026 -2.733  0.4133
17 H -1.822 1.329 -4.991  0.5250
18 H -0.494 -0.027 -6.621  0.4535
19 H 1.403 -1.398 -5.732  0.4714
20 H 1.883 -1.360 -3.341  0.5073
21 N 1.766 -1.573 -0.646  -0.0992
22 C 1.549 -2.942 -0.090  -0.6088
23 C 0.729 -3.828 -1.014  -0.9866
24 C -0.644 -3.273 -1.407  -0.1893
25 C -1.410 -2.626 -0.254  -0.8043
26 N -1.266 -1.143 -0.261  0.0178
27 H 1.904 -1.706 -1.642  -0.2202
28 H 2.668 -1.254 -0.304  0.4450
29 H 1.073 -2.862 0.886  0.2834
30 H 2.512 -3.428 0.071  0.4204
31 H 0.600 -4.788 -0.512  0.3647
32 H 1.297 -4.031 -1.927  0.4119
33 H -1.233 -4.093 -1.818  0.4397
34 H -0.544 -2.541 -2.213  0.0494
35 H -1.061 -3.003 0.707  0.3417
36 H -2.469 -2.871 -0.337  0.4048
37 H -1.732 -0.795 0.597  -0.3238
38 H -1.837 -0.817 -1.037  0.3459
39 I 1.789 -0.394 2.280  0.4285
40 C 3.283 0.996 1.638  0.4504
41 C 4.237 1.306 2.567  -0.8093
42 C 5.259 2.210 2.234  -0.7659
43 C 5.263 2.798 1.003  -0.8807
44 C 4.258 2.513 0.052  0.8291
45 C 4.239 3.191 -1.191  -0.7917
46 C 3.249 2.959 -2.097  -1.4463
47 C 2.245 2.014 -1.812  -0.7235
48 C 2.215 1.300 -0.629  1.6526
49 C 3.230 1.567 0.345  0.7747
50 H 4.210 0.863 3.554  0.4601
51 H 6.027 2.428 2.964  0.4239
52 H 6.037 3.509 0.741  0.4314
53 H 5.014 3.917 -1.400  0.4342
54 H 3.220 3.497 -3.035  0.4722
55 H 1.483 1.873 -2.566  0.2568
56 C -2.215 0.687 7.738  -1.0484
57 C -0.698 0.868 7.700  -0.4150
58 C -0.187 1.751 6.558  -1.0782
59 C -0.436 1.187 5.161  -0.2935
60 N -1.798 1.457 4.720  -0.0871
61 C -2.414 0.901 3.670  0.0964
62 S -1.757 -0.415 2.821  -0.3879
63 N -3.609 1.398 3.337  0.1575
64 C -4.485 0.862 2.303  -0.3841
65 C -5.871 1.498 2.371  -1.1853
66 C -6.772 1.004 3.509  -0.3368
67 C -6.277 1.294 4.927  -1.0941
68 H -2.499 0.127 8.628  0.4082
69 H -2.575 0.130 6.871  0.1900
70 H -2.726 1.652 7.775  0.2614
71 H -0.221 -0.113 7.628  0.2831
72 H -0.373 1.316 8.641  0.3673
73 H 0.890 1.876 6.674  0.3620
74 H -0.633 2.750 6.630  0.3851
75 H -0.268 0.110 5.148  0.4685
76 H 0.256 1.644 4.450  0.0392
77 H -2.275 2.196 5.215  0.3175
78 H -3.997 2.134 3.906  0.3068
79 H -4.556 -0.221 2.416  0.5133
80 H -4.031 1.066 1.327  0.0752
81 H -6.372 1.275 1.428  0.3742
82 H -5.763 2.588 2.429  0.3521
83 H -6.926 -0.072 3.398  0.3006
84 H -7.746 1.481 3.383  0.3527
85 H -5.395 0.704 5.179  0.2005
86 H -7.051 1.039 5.649  0.3906
87 H -6.052 2.357 5.058  0.2857

No. 2
Here is a molecular structure, C30H45N5O4RhSi2Te from OMol25. Energies are from ωB97M-V/def2-TZVPD.

Output
- Charge: +1
- ΔE to the lowest compared entry with this formula, charge and spin: 0.185 eV
- Kohn-Sham gap: 5.339 eV
- HOMO: -9.795 eV
- LUMO: -4.5 eV
- E: -73534.779 eV
- Max |F|: 0.47 eV Å⁻¹

Each line ends with the Mulliken charge.
Cartesian coordinates (Å):
1 Rh -1.216 -1.316 -0.024  -1.0664
2 O 1.790 -3.966 2.134  -0.7168
3 C 1.495 -5.078 1.417  0.4398
4 C 2.242 -6.221 1.693  -0.6626
5 C 1.996 -7.391 1.008  -0.3947
6 C 1.000 -7.451 0.033  -0.7979
7 C 0.265 -6.322 -0.249  -0.5690
8 C 0.498 -5.117 0.428  0.1122
9 C -0.287 -3.924 0.071  1.5207
10 O -0.167 -2.853 0.823  -0.9855
11 N -1.061 -3.971 -0.977  -1.2939
12 N -1.739 -2.791 -1.168  0.9832
13 C -2.706 -2.693 -2.008  -0.4604
14 C -3.479 -1.512 -2.291  1.1572
15 C -4.576 -1.685 -3.163  -0.9157
16 C -5.360 -0.632 -3.552  -0.8899
17 C -5.046 0.651 -3.089  -0.6219
18 C -3.983 0.860 -2.243  -1.0394
19 C -3.184 -0.209 -1.806  0.2397
20 O -2.168 0.085 -1.010  0.5488
21 H 1.119 -3.298 1.911  0.3199
22 H 3.003 -6.162 2.459  0.4749
23 H 2.579 -8.274 1.237  0.3980
24 H 0.804 -8.373 -0.494  0.4172
25 H -0.509 -6.345 -1.002  0.4609
26 H -2.937 -3.608 -2.546  0.5174
27 H -4.789 -2.683 -3.526  0.4235
28 H -6.199 -0.786 -4.215  0.4272
29 H -5.648 1.495 -3.402  0.4609
30 H -3.723 1.851 -1.894  0.2996
31 O -3.672 -2.090 1.673  -0.1916
32 C -2.784 -1.753 1.078  0.3194
33 C 2.877 3.083 0.713  -0.4756
34 Si 1.837 4.635 0.876  0.1423
35 C 2.861 6.127 0.415  -1.0960
36 C 1.234 4.796 2.642  -0.6867
37 C 0.340 4.581 -0.278  -0.8085
38 Te -0.455 2.680 -0.845  -0.0083
39 C -0.800 1.962 1.149  1.2022
40 Si -2.292 2.672 2.087  0.1874
41 C -2.012 2.317 3.902  -1.1112
42 C -3.822 1.773 1.495  -0.7378
43 C -2.515 4.504 1.810  -1.0528
44 H 3.596 3.028 1.534  0.4248
45 H 3.437 3.083 -0.226  0.3975
46 H 2.262 2.180 0.731  -0.2758
47 H 3.732 6.226 1.066  0.3126
48 H 2.279 7.048 0.497  0.3120
49 H 3.220 6.052 -0.614  0.3113
50 H 2.077 4.860 3.334  0.4129
51 H 0.622 3.944 2.946  -0.0543
52 H 0.634 5.699 2.772  0.2842
53 H 0.594 5.037 -1.239  0.4955
54 H -0.476 5.171 0.138  0.3045
55 H 0.133 2.054 1.708  0.4390
56 H -0.995 0.880 1.038  -1.2897
57 H -1.863 1.250 4.086  0.3220
58 H -2.871 2.635 4.497  0.3707
59 H -1.136 2.845 4.283  0.3517
60 H -3.690 0.690 1.541  -0.0210
61 H -4.077 2.033 0.467  0.1353
62 H -4.677 2.023 2.127  0.4873
63 H -1.692 5.084 2.230  0.1997
64 H -3.433 4.834 2.301  0.4333
65 H -2.606 4.741 0.748  0.3765
66 C 4.225 -0.464 0.430  -0.2889
67 C 3.110 -0.978 1.313  -0.7693
68 N 1.835 -0.740 0.639  0.3797
69 C 1.651 -0.860 -0.699  -0.3503
70 N 0.408 -0.868 -1.172  1.6316
71 C 0.199 -0.963 -2.621  -0.5689
72 C 1.334 -0.312 -3.379  -0.6399
73 C 2.628 -0.956 -2.940  -0.7280
74 N 2.742 -0.895 -1.486  0.2839
75 C 4.088 -1.088 -0.942  -0.6853
76 H 5.192 -0.723 0.859  0.4299
77 H 4.167 0.622 0.348  -0.0249
78 H 3.083 -0.445 2.262  0.4627
79 H 3.241 -2.044 1.520  0.3587
80 H 1.011 -0.873 1.199  0.1228
81 H -0.743 -0.469 -2.850  -0.0379
82 H 0.112 -2.014 -2.917  0.2436
83 H 1.359 0.759 -3.165  0.1457
84 H 1.194 -0.444 -4.451  0.4457
85 H 3.488 -0.426 -3.353  0.4568
86 H 2.686 -1.995 -3.279  0.2510
87 H 4.785 -0.626 -1.641  0.4332
88 H 4.316 -2.159 -0.909  0.2487